[1]
The following is a quantum chemistry calculation of the molecule C4H4N2 in a non-equilibrium geometry, from the OMol25 dataset.

Summary:
DFT total energy ... -7190.1952 eV
Maximum force ... 0.022 hartree/bohr
Relative energy (zero: lowest compared OMol25 entry of this formula, charge and spin) ... 2.493 eV
Structure (SMILES) ... N#C[C@@H]1C=C1N

Each line ends with the natural charge from an NBO analysis.
Positions of all 10 atoms, in Å:
N: -0.9545 -1.4389 2.3576  -0.340
C: -0.5151 -0.5899 1.7030  0.266
C: 0.0591 0.4486 0.8475  -0.378
C: -0.7676 1.0815 -0.2572  -0.199
C: 0.1272 0.2358 -0.6391  0.228
N: 0.7993 -0.4661 -1.6141  -0.813
H: 0.8605 0.9992 1.3432  0.216
H: -1.5777 1.7618 -0.4646  0.239
H: 0.2687 -1.2435 -1.9834  0.397
H: 1.7000 -0.7884 -1.2928  0.384

[2]
The following is a quantum chemistry calculation of the molecule C4H4N2 in a non-equilibrium geometry, from the OMol25 dataset.

Summary:
DFT total energy ... -7187.7598 eV
Maximum force ... 0.030 hartree/bohr
Relative energy (zero: lowest compared OMol25 entry of this formula, charge and spin) ... 4.929 eV

Each line ends with the natural charge from an NBO analysis.
Positions of all 10 atoms, in Å:
N: -0.8423 0.1969 -1.3038  -0.846
C: 0.7808 0.3107 0.5445  -0.213
C: -0.5459 0.1160 0.0498  -0.019
C: -1.2630 -0.0848 1.1218  -0.050
C: 1.6522 -0.7835 0.8053  0.216
N: 2.3932 -1.6745 0.8887  -0.285
H: -0.2624 -0.4532 -1.8113  0.382
H: -0.8529 1.1266 -1.6964  0.388
H: 1.2901 1.2337 0.2393  0.227
H: -2.3447 0.0823 1.2159  0.200

[3]
The following is a quantum chemistry calculation of the molecule C4H4N2O in a non-equilibrium geometry, from the OMol25 dataset.

Summary:
DFT total energy ... -9232.7804 eV
Maximum force ... 0.061 hartree/bohr
Relative energy (zero: lowest compared OMol25 entry of this formula, charge and spin) ... 7.707 eV

Each line ends with the natural charge from an NBO analysis.
Positions of all 11 atoms, in Å:
C: -1.5929 0.1674 0.0928  0.023
C: -0.6176 -0.8406 0.1583  0.099
C: 0.8121 -0.7153 0.2166  -0.094
C: 1.7468 0.0104 -0.1840  0.363
N: -1.2600 1.4060 -0.0868  -0.644
N: 0.1418 -1.9787 -0.2051  -0.484
O: 2.5752 1.0201 -0.1112  -0.605
H: -2.6462 -0.2606 0.4428  0.175
H: -1.9665 2.0457 0.1936  0.339
H: 0.0863 -2.0955 -1.2836  0.338
H: 2.7209 1.2412 0.7667  0.490

[4]
The following is a quantum chemistry calculation of the molecule C4H4N2O in a non-equilibrium geometry, from the OMol25 dataset.

Summary:
DFT total energy ... -9238.6654 eV
Maximum force ... 0.024 hartree/bohr
Relative energy (zero: lowest compared OMol25 entry of this formula, charge and spin) ... 1.822 eV
Structure (SMILES) ... N#CCOCC#N

Each line ends with the natural charge from an NBO analysis.
Positions of all 11 atoms, in Å:
N: -2.7606 -1.0075 -0.8605  -0.286
C: -1.6231 -0.8157 -0.9373  0.234
C: -0.1467 -0.6686 -0.9579  -0.173
O: 0.2947 0.6625 -0.8445  -0.489
C: 0.5167 1.1192 0.4754  -0.165
C: 0.9433 0.1079 1.4538  0.213
N: 1.3117 -0.4870 2.3728  -0.269
H: 0.2517 -1.0740 -1.8997  0.240
H: 0.2630 -1.2733 -0.1013  0.229
H: 1.3276 1.8479 0.4036  0.241
H: -0.3785 1.5887 0.8957  0.225

[5]
The following is a quantum chemistry calculation of the molecule C4H4N2O in a non-equilibrium geometry, from the OMol25 dataset.

Summary:
DFT total energy ... -9233.1274 eV
Maximum force ... 0.077 hartree/bohr
Relative energy (zero: lowest compared OMol25 entry of this formula, charge and spin) ... 7.360 eV
Structure (SMILES) ... C#CN1N=C1CO

Each line ends with the natural charge from an NBO analysis.
Positions of all 11 atoms, in Å:
C: 3.7006 0.1867 -0.0957  -0.286
C: 2.5288 0.0674 0.1087  0.158
N: 1.3102 -0.4172 0.1869  -0.382
N: 0.5989 -1.9548 0.5356  -0.194
C: 0.0238 -0.8960 0.1542  0.377
C: -1.2500 -0.2282 -0.2119  -0.133
O: -2.1780 -0.1319 0.8466  -0.696
H: 4.5370 0.8106 -0.3001  0.234
H: -1.7632 -0.8583 -1.0253  0.207
H: -0.9447 0.8202 -0.6416  0.227
H: -2.1089 -0.9482 1.4856  0.488

[6]
The following is a quantum chemistry calculation of the molecule C4H4N2O, from the OMol25 dataset.

Summary:
DFT total energy ... -9235.6071 eV
Maximum force ... 0.010 hartree/bohr
Relative energy (zero: lowest compared OMol25 entry of this formula, charge and spin) ... 4.881 eV

Each line ends with the natural charge from an NBO analysis.
Positions of all 11 atoms, in Å:
O: -2.7816 -0.9583 0.0156  -0.498
C: -2.3291 0.1635 -0.0120  0.311
C: -1.0128 0.4799 0.5121  0.034
C: 0.1387 0.8846 0.0138  0.119
N: 1.3730 0.9015 -0.2671  -0.529
C: 1.9463 -0.3791 -0.1101  0.260
N: 1.2466 -1.3945 0.1842  -0.665
H: -2.9059 1.0396 -0.3730  0.139
H: -0.5231 1.8650 0.0325  0.304
H: 3.0274 -0.3738 -0.2703  0.168
H: 1.8207 -2.2284 0.2742  0.357

[7]
The following is a quantum chemistry calculation of C4H4N2O as an isolated structure in a non-equilibrium geometry, from the OMol25 dataset.

Summary:
DFT total energy ... -9233.8610 eV
Maximum force ... 0.126 hartree/bohr
Relative energy (zero: lowest compared OMol25 entry of this formula, charge and spin) ... 6.627 eV

Each line ends with the natural charge from an NBO analysis.
Positions of all 11 atoms, in Å:
C: 2.0755 -1.7295 -0.1570  -0.203
C: 1.7210 -0.5727 -0.1052  -0.004
C: 1.3152 0.7064 0.1132  -0.046
C: -0.6459 0.6335 0.0867  -0.038
N: 1.8430 1.9201 -0.5131  -0.013
N: 1.7000 1.9747 0.6918  -0.046
O: -1.1366 1.8282 -0.3172  -0.667
H: 2.3727 -2.6038 -0.4826  0.208
H: -0.9441 0.1186 1.0180  0.173
H: -0.7423 0.0387 -0.7669  0.172
H: -0.7497 2.4009 0.2985  0.465

[8]
The following is a quantum chemistry calculation of the molecule C4H4N2O in a non-equilibrium geometry, from the OMol25 dataset.

Summary:
DFT total energy ... -9237.4936 eV
Maximum force ... 0.190 hartree/bohr
Relative energy (zero: lowest compared OMol25 entry of this formula, charge and spin) ... 2.994 eV
Structure (SMILES) ... [H]/N=C1/NC=CC1=O

Each line ends with the natural charge from an NBO analysis.
Positions of all 11 atoms, in Å:
H: -2.3515 -0.7965 0.7583  0.327
N: -1.8984 -0.2107 1.2784  -0.545
C: -0.8344 0.0134 0.4950  0.292
N: 0.1260 0.9954 0.7569  -0.613
C: 1.1656 0.6127 -0.1373  0.052
C: 1.0159 -0.2056 -1.1278  -0.365
C: -0.3478 -0.7313 -0.6062  0.432
O: -0.8700 -1.7022 -1.2402  -0.503
H: 0.0640 1.7199 1.5248  0.451
H: 2.1678 1.0483 0.1422  0.201
H: 1.7628 -0.7434 -1.8443  0.272

[9]
The following is a quantum chemistry calculation of the molecule C4H4N2O in a non-equilibrium geometry, from the OMol25 dataset.

Summary:
DFT total energy ... -9238.2502 eV
Maximum force ... 0.088 hartree/bohr
Relative energy (zero: lowest compared OMol25 entry of this formula, charge and spin) ... 2.238 eV
Structure (SMILES) ... [H]/N=C1\N=COC1=C

Each line ends with the natural charge from an NBO analysis.
Positions of all 11 atoms, in Å:
H: -2.0745 1.9197 -0.0921  0.348
N: -0.9237 1.8718 -0.0053  -0.565
C: -0.6565 0.6077 -0.0532  0.303
N: -1.6306 -0.3019 -0.0213  -0.505
C: -1.1200 -1.4410 0.0367  0.430
O: 0.2490 -1.4164 -0.0993  -0.473
C: 0.6772 -0.0871 -0.0138  0.198
C: 1.9324 0.2916 -0.0237  -0.401
H: -1.5802 -2.3711 0.0997  0.198
H: 2.4019 1.3735 0.0091  0.247
H: 2.7250 -0.4467 0.1633  0.220

[10]
The following is a quantum chemistry calculation of a 2-piece molecular cluster, C4H4N2O overall in a non-equilibrium geometry, from the OMol25 dataset.

Summary:
DFT total energy ... -9235.5051 eV
Maximum force ... 0.061 hartree/bohr
Relative energy (zero: lowest compared OMol25 entry of this formula, charge and spin) ... 4.983 eV

Each line ends with the natural charge from an NBO analysis.
Positions of all 11 atoms, in Å:
C: -2.2008 -0.8387 0.0740  0.194
C: -1.7862 2.1419 -0.4944  0.084
C: 1.4156 -0.7075 -0.2213  -0.041
C: -0.8809 -0.8636 0.5081  -0.017
N: -3.3250 -0.8152 -0.1810  -0.329
N: -0.7252 2.3538 -0.1727  -0.332
O: 0.1169 -0.8175 -0.3095  -0.348
H: 1.9454 -0.3334 -1.1552  0.198
H: 1.8748 -1.0908 0.7085  0.162
H: -2.8124 2.0390 -0.7898  0.247
H: -0.6243 -1.2329 1.4607  0.183

Look up the DFT total energy of the seventh one.
-9233.8610 eV